--- P ---
Entry from the Open Molecules 2025 dataset: 2 unconnected molecules or ions with the total composition C10H16OSi (ωB97M-V/def2-TZVPD).

Output
* LUMO: 0.0209 Ha
* E_HOMO: -8.38 eV
* total charge: 0
* frontier orbital gap: 8.95 eV

Positions of all 28 atoms, in Å:
C1 1.792 -3.224 -2.075
C2 1.814 -1.973 -2.666
C3 1.448 -3.309 -0.733
C4 1.251 -0.809 -2.043
C5 1.151 -2.183 0.013
C6 1.088 -0.973 -0.653
C7 -1.554 3.375 -0.177
C8 -1.281 -0.865 2.421
C9 -0.438 2.429 -0.621
C10 -1.582 0.428 1.639
O1 1.120 1.652 1.785
Si1 -0.013 1.062 0.702
H1 2.112 -4.238 -2.531
H2 2.144 -1.816 -3.731
H3 1.377 -4.310 -0.338
H4 1.142 0.206 -2.562
H5 0.961 -2.162 1.103
H6 -2.444 2.956 -0.448
H7 -1.769 3.711 0.889
H8 -1.371 4.391 -0.567
H9 -1.142 -1.606 1.622
H10 -0.212 -0.893 2.884
H11 -2.145 -0.976 2.992
H12 0.476 2.973 -0.562
H13 -0.496 2.118 -1.607
H14 -1.924 1.164 2.333
H15 -2.413 0.339 0.846
H16 0.908 2.532 2.085

---

--- Q ---
Entry from the Open Molecules 2025 dataset: a single C10H16OSi molecule (ωB97M-V/def2-TZVPD).

Output
* LUMO: 0.0333 Ha
* E_HOMO: -8.88 eV
* total charge: 0
* frontier orbital gap: 9.78 eV
* SMILES string: CO[Si](C)(C)c1ccc(C)cc1

Positions of all 28 atoms, in Å:
O1 2.460 -0.016 0.468
C1 -2.462 -0.010 -0.140
C2 -1.160 -1.969 0.481
C3 -1.340 0.540 -0.726
C4 -0.038 -1.355 -0.026
C5 -2.359 -1.286 0.437
C6 -0.103 -0.067 -0.577
C7 2.079 0.199 1.793
C8 -3.566 -1.856 1.108
C9 1.427 2.489 -0.375
C10 2.377 0.524 -2.450
Si1 1.559 0.706 -0.755
H1 -3.402 0.510 -0.154
H2 -1.145 -2.948 0.971
H3 -1.366 1.487 -1.227
H4 0.907 -1.877 0.092
H5 1.013 0.280 1.890
H6 2.358 -0.686 2.350
H7 2.536 1.118 2.148
H8 -4.425 -1.785 0.427
H9 -3.455 -2.911 1.277
H10 -3.738 -1.297 2.042
H11 0.861 3.136 -1.039
H12 2.398 2.961 -0.289
H13 1.024 2.580 0.624
H14 3.086 -0.299 -2.565
H15 1.572 0.375 -3.156
H16 2.903 1.458 -2.629

---

If we sort the structures by their calculated energies, the order from most to least stable is Q, P.

---

--- P ---
Entry from the Open Molecules 2025 dataset: 2 unconnected molecules or ions with the total composition C2H2FIS (ωB97M-V/def2-TZVPD).

Output
* LUMO: -0.0600 Ha
* E_HOMO: -10.23 eV
* total charge: 0
* frontier orbital gap: 8.60 eV

Positions of all 7 atoms, in Å:
C1 -0.073 -0.738 -0.362
C2 0.154 0.650 -0.091
F1 -1.776 -0.992 0.379
S1 0.525 -2.036 -0.960
I1 1.087 0.815 1.868
H1 0.855 1.086 -0.802
H2 -0.773 1.216 -0.033

---

--- Q ---
Entry from the Open Molecules 2025 dataset: a molecular structure, C2H2FIS (ωB97M-V/def2-TZVPD).

Output
* LUMO: -0.0116 Ha
* E_HOMO: -8.47 eV
* total charge: 0
* frontier orbital gap: 8.15 eV

Positions of all 7 atoms, in Å:
C1 -0.821 -0.872 -0.091
C2 0.433 -0.348 0.054
F1 -1.237 -2.152 -0.208
S1 -2.067 0.292 0.155
I1 0.209 1.716 0.175
H1 2.009 2.108 -0.281
H2 1.475 -0.744 0.196

---

If we sort the structures by their calculated energies, the order from most to least stable is P, Q.

---

--- P ---
Entry from the Open Molecules 2025 dataset: a single CH2N2OS2 molecule (ωB97M-V/def2-TZVPD).

Output
* LUMO: -0.0129 Ha
* E_HOMO: -9.65 eV
* total charge: 0
* frontier orbital gap: 9.30 eV

Positions of all 8 atoms, in Å:
C1 -1.374 -0.600 0.431
N1 -1.391 -1.741 0.167
N2 1.777 -0.179 -0.221
O1 -2.147 1.667 -0.618
S1 0.788 1.160 -0.487
S2 -1.196 1.166 0.372
H1 1.328 -1.095 -0.368
H2 2.215 -0.378 0.724

---

--- Q ---
Entry from the Open Molecules 2025 dataset: 2 unconnected molecules or ions with the total composition CH2N2OS2 (ωB97M-V/def2-TZVPD).

Output
* LUMO: -0.0507 Ha
* E_HOMO: -9.14 eV
* total charge: 0
* frontier orbital gap: 7.77 eV

Positions of all 8 atoms, in Å:
C1 -0.990 0.021 0.024
N1 -0.808 1.304 -0.014
N2 -0.527 2.410 -0.002
O1 1.111 -2.121 -0.363
S1 2.510 0.436 -0.424
S2 1.353 -0.938 0.406
H1 -1.085 -0.529 0.963
H2 -1.564 -0.584 -0.589

---

If we sort the structures by their calculated energies, the order from most to least stable is P, Q.

---

--- P ---
Entry from the Open Molecules 2025 dataset: 13 unconnected molecules or ions with the total composition C4H24BO20 (ωB97M-V/def2-TZVPD).

Output
* LUMO: 0.0698 Ha
* E_HOMO: -7.64 eV
* total charge: -1
* frontier orbital gap: 9.54 eV

Positions of all 49 atoms, in Å:
O1 -2.124 2.426 -1.095
C1 -1.368 1.544 -0.811
O2 0.006 1.625 -0.614
B1 0.500 0.226 -0.387
O3 -0.723 -0.618 -0.486
C2 -1.777 0.134 -0.670
O4 -2.916 -0.232 -0.739
O5 1.187 0.205 0.902
C3 2.449 0.019 0.636
O6 3.305 0.040 1.466
C4 2.653 -0.131 -0.876
O7 1.452 -0.123 -1.400
O8 3.661 -0.449 -1.468
O9 -4.998 -5.622 -2.526
H1 -5.084 -4.826 -3.051
H2 -4.129 -5.554 -2.129
O10 0.286 -3.742 5.736
H3 0.386 -2.820 5.974
H4 0.833 -4.213 6.364
O11 8.547 1.979 5.271
H5 9.120 2.112 4.516
H6 7.826 1.447 4.933
O12 -1.656 3.250 4.690
H7 -2.135 2.692 5.304
H8 -1.131 2.640 4.171
O13 7.530 0.193 -6.171
H9 7.184 -0.244 -5.392
H10 6.870 0.850 -6.391
O14 0.141 -5.006 -4.091
H11 0.646 -4.279 -3.728
H12 0.552 -5.790 -3.725
O15 -8.146 4.046 -3.292
H13 -7.462 3.930 -2.633
H14 -8.884 4.421 -2.810
O16 -0.050 6.911 1.599
H15 -0.407 6.888 0.711
H16 -0.461 6.169 2.042
O17 9.093 -2.794 0.190
H17 8.677 -2.283 -0.505
H18 8.449 -3.465 0.413
O18 1.343 -4.983 1.416
H19 0.736 -4.361 1.016
H20 1.096 -4.999 2.340
O19 -5.328 8.222 -1.041
H21 -5.133 7.325 -1.312
H22 -5.945 8.125 -0.315
O20 -8.593 -3.518 -0.609
H23 -7.814 -2.964 -0.661
H24 -8.267 -4.405 -0.760

---

--- Q ---
Entry from the Open Molecules 2025 dataset: 13 unconnected molecules or ions with the total composition C4H24BO20 (ωB97M-V/def2-TZVPD).

Output
* LUMO: 0.0836 Ha
* E_HOMO: -8.14 eV
* total charge: -1
* frontier orbital gap: 10.42 eV

Positions of all 49 atoms, in Å:
O1 -11.607 -14.242 0.675
C1 -12.068 -14.001 1.734
O2 -11.556 -13.278 2.739
B1 -12.522 -13.268 3.852
O3 -13.646 -14.118 3.402
C2 -13.385 -14.629 2.248
O4 -14.135 -15.354 1.625
O5 -12.932 -11.800 4.190
C3 -12.581 -11.561 5.446
O6 -12.873 -10.521 5.973
C4 -11.852 -12.768 6.040
O7 -11.770 -13.670 5.103
O8 -11.416 -12.881 7.155
O9 -18.354 -18.494 1.726
H1 -18.019 -18.226 2.604
H2 -17.645 -18.256 1.133
O10 -9.144 -15.526 4.728
H3 -9.516 -14.908 5.379
H4 -8.260 -15.228 4.579
O11 -10.223 -8.371 4.587
H5 -9.722 -8.289 3.756
H6 -10.563 -9.271 4.562
O12 -16.824 -14.412 4.352
H7 -15.889 -14.354 4.275
H8 -17.205 -13.530 4.428
O13 -7.048 -13.899 6.038
H9 -7.468 -13.028 6.069
H10 -6.871 -14.108 6.987
O14 -8.536 -11.721 7.248
H11 -9.375 -12.177 7.257
H12 -8.812 -10.812 7.467
O15 -15.400 -17.791 0.755
H13 -14.770 -17.992 0.053
H14 -14.969 -17.037 1.189
O16 -16.520 -13.562 0.294
H15 -17.291 -13.957 0.756
H16 -15.764 -14.026 0.687
O17 -11.294 -16.119 -1.883
H17 -10.432 -16.318 -1.491
H18 -11.615 -15.408 -1.299
O18 -9.872 -9.563 8.655
H19 -10.722 -9.378 8.182
H20 -10.012 -10.135 9.448
O19 -11.538 -16.361 2.961
H21 -10.779 -16.261 3.567
H22 -11.638 -17.301 2.864
O20 -11.652 -8.314 7.025
H23 -12.157 -8.857 6.356
H24 -11.116 -7.735 6.467

---

If we sort the structures by their calculated energies, the order from most to least stable is Q, P.

---

--- P ---
Entry from the Open Molecules 2025 dataset: a single C16H16N2O2 molecule (ωB97M-V/def2-TZVPD).

Output
* LUMO: 0.0131 Ha
* E_HOMO: -8.39 eV
* total charge: 0
* frontier orbital gap: 8.75 eV
* SMILES string: CCCCOC(=O)c1cc2c(cn1)[nH]c1ccccc12

Positions of all 36 atoms, in Å:
C1 -4.060 -1.816 -0.612
C2 -5.067 -0.675 -0.708
C3 -5.005 0.275 0.491
C4 -3.876 1.294 0.402
H1 -3.918 1.852 -0.541
H2 -3.944 2.018 1.223
O1 -2.621 0.626 0.486
C5 -1.544 1.325 0.151
O2 -1.561 2.495 -0.157
C6 -0.306 0.500 0.191
N1 -0.460 -0.819 0.341
C7 0.597 -1.597 0.373
C8 1.882 -1.074 0.256
N2 3.108 -1.676 0.264
C9 4.082 -0.719 0.111
C10 5.461 -0.862 0.060
C11 6.217 0.282 -0.104
C12 5.623 1.539 -0.216
C13 4.252 1.688 -0.166
C14 3.469 0.551 -0.001
C15 2.054 0.326 0.092
C16 0.927 1.131 0.056
H3 0.973 2.201 -0.069
H4 3.792 2.660 -0.253
H5 6.252 2.407 -0.343
H6 7.293 0.203 -0.147
H7 5.925 -1.833 0.146
H8 3.273 -2.663 0.366
H9 0.413 -2.657 0.492
H10 -5.939 0.838 0.561
H11 -4.885 -0.304 1.407
H12 -4.893 -0.107 -1.625
H13 -6.074 -1.096 -0.769
H14 -4.280 -2.439 0.252
H15 -4.111 -2.438 -1.504
H16 -3.048 -1.436 -0.506

---

--- Q ---
Entry from the Open Molecules 2025 dataset: a single C16H16N2O2 molecule (ωB97M-V/def2-TZVPD).

Output
* LUMO: 0.0186 Ha
* E_HOMO: -8.34 eV
* total charge: 0
* frontier orbital gap: 8.84 eV
* SMILES string: O[C@H](COc1ccc2ccccc2c1)Cn1ccnc1

Positions of all 36 atoms, in Å:
O1 3.391 -1.164 0.624
H1 3.522 -1.835 -0.054
C1 2.023 -1.046 0.927
C2 1.249 -0.417 -0.243
O2 -0.115 -0.421 0.098
C3 -1.011 0.109 -0.789
C4 -0.699 0.648 -2.010
C5 -1.714 1.168 -2.842
C6 -1.423 1.727 -4.103
C7 -2.420 2.225 -4.895
C8 -3.754 2.189 -4.464
C9 -4.069 1.653 -3.246
C10 -3.064 1.131 -2.408
C11 -3.351 0.569 -1.144
C12 -2.357 0.073 -0.357
H2 -2.562 -0.360 0.610
H3 -4.377 0.539 -0.809
H4 -5.094 1.621 -2.907
H5 -4.529 2.587 -5.102
H6 -2.186 2.651 -5.860
H7 -0.394 1.755 -4.435
H8 0.318 0.691 -2.368
H9 1.423 -1.007 -1.156
H10 1.613 0.606 -0.411
C13 1.903 -0.162 2.179
N1 2.313 -0.865 3.358
C14 3.568 -0.971 3.857
N2 3.617 -1.745 4.905
C15 2.344 -2.177 5.102
C16 1.521 -1.648 4.151
H11 0.468 -1.748 3.978
H12 2.104 -2.835 5.913
H13 4.407 -0.468 3.422
H14 2.545 0.711 2.042
H15 0.863 0.153 2.286
H16 1.580 -2.030 1.147

---

If we sort the structures by their calculated energies, the order from most to least stable is P, Q.

---

--- P ---
Entry from the Open Molecules 2025 dataset: 2 unconnected molecules or ions with the total composition C3H7N4O (ωB97M-V/def2-TZVPD).

Output
* LUMO: -0.1897 Ha
* E_HOMO: -13.85 eV
* total charge: +1
* frontier orbital gap: 8.69 eV

Positions of all 15 atoms, in Å:
C1 1.132 1.324 -0.615
C2 0.956 -0.104 -0.912
C3 -2.278 0.314 0.232
N1 0.644 1.835 0.482
N2 -1.506 -0.339 0.895
N3 0.492 -2.201 -0.040
N4 0.661 -0.885 0.127
O1 -2.778 1.148 -0.406
H1 1.543 2.070 -1.327
H2 1.214 -0.355 -1.865
H3 0.910 2.698 0.886
H4 -1.679 -1.187 1.460
H5 0.164 -2.691 0.853
H6 0.568 -2.791 -0.815
H7 -0.042 1.164 1.048

---

--- Q ---
Entry from the Open Molecules 2025 dataset: a molecular structure, C3H7N4O (ωB97M-V/def2-TZVPD).

Output
* LUMO: -0.1910 Ha
* E_HOMO: -15.19 eV
* total charge: +1
* frontier orbital gap: 9.99 eV

Positions of all 15 atoms, in Å:
C1 0.550 0.284 -3.151
C2 -1.048 0.014 -1.793
C3 0.163 0.843 0.166
N1 -0.773 -0.115 -3.027
N2 0.989 0.794 -2.023
N3 0.015 0.586 -1.117
N4 -0.809 0.772 1.085
O1 1.349 1.285 0.518
H1 0.960 0.442 -4.116
H2 -2.144 -0.205 -1.399
H3 0.406 -1.527 0.480
H4 0.399 -2.153 0.957
H5 -1.805 0.538 0.783
H6 -0.605 0.771 2.100
H7 1.207 1.915 1.243

---

If we sort the structures by their calculated energies, the order from most to least stable is P, Q.